Entry 1:
ORCA calculation (ωB97M-V with the def2-TZVPD basis set) on C4H5ClS in the gas phase at a distorted geometry.

Calculated values
Electronic energy   -27585.17168 eV
Relative energy (zero: lowest compared OMol25 entry of this formula, charge and spin)   27.2 kcal per mole
SMILES   S=C1CC[C@@H]1Cl

Each line ends with the natural charge from an NBO analysis.
CARTESIAN COORDINATES (ANGSTROEM)
1 S -2.260 -1.498 -0.051  0.100
2 C -0.879 -0.634 -0.115  -0.057
3 C -0.422 0.646 -0.773  -0.495
4 C 0.567 0.787 0.349  -0.404
5 C 0.461 -0.760 0.569  -0.288
6 Cl 1.634 -1.760 -0.296  -0.023
7 H 0.126 0.459 -1.775  0.252
8 H -1.229 1.442 -0.901  0.235
9 H 1.479 1.276 0.126  0.227
10 H 0.122 1.236 1.296  0.218
11 H 0.402 -1.194 1.570  0.236

---

Entry 2:
ORCA calculation (ωB97M-V with the def2-TZVPD basis set) on a molecular structure, C27H49N3NbO6S at a distorted geometry.

Calculated values
Net charge   -1
Electronic energy   -57925.30914 eV

Each line ends with the Mulliken charge.
CARTESIAN COORDINATES (ANGSTROEM)
1 C 2.146 6.043 -2.193  -0.025
2 C 2.444 5.917 -1.020  -0.460
3 C 2.807 5.759 0.499  -0.537
4 C 1.764 4.783 1.229  0.037
5 C 2.368 4.224 2.598  -0.824
6 Nb 1.191 2.443 3.412  -0.401
7 O -0.298 2.849 2.010  -0.711
8 C 0.168 3.914 4.852  -0.126
9 C -0.153 4.695 5.761  -0.498
10 C 2.843 2.051 4.972  -0.656
11 N 2.304 2.188 6.367  -0.417
12 C 2.315 1.064 2.015  -1.039
13 C 1.474 -0.143 1.423  -0.056
14 C 0.684 0.217 0.076  -0.410
15 C -0.412 -0.942 -0.134  -0.450
16 C -0.325 -1.573 -1.612  -0.413
17 O 0.013 -2.988 -1.601  -0.448
18 C 1.395 -3.195 -1.515  0.726
19 C 2.133 -3.592 -0.160  -0.807
20 O 2.082 -3.106 -2.515  -0.518
21 C 0.022 0.765 4.411  -1.168
22 C -1.310 0.510 3.585  0.057
23 C -1.980 -0.904 4.013  -0.450
24 C -3.400 -0.582 4.653  -0.764
25 S -4.257 -2.168 5.009  1.257
26 O -5.549 -1.825 5.627  -0.631
27 O -3.411 -3.026 5.842  -0.613
28 O -4.592 -3.031 3.622  -0.479
29 H 1.809 5.835 -3.237  0.371
30 H 2.802 6.756 1.030  0.318
31 H 3.831 5.289 0.602  0.257
32 H 1.544 3.942 0.497  -0.036
33 H 0.815 5.338 1.507  0.223
34 H 3.465 3.951 2.474  0.359
35 H 2.335 5.045 3.387  0.427
36 H -0.919 3.472 2.444  0.220
37 H -0.358 5.223 6.727  0.349
38 H 3.093 0.945 4.849  0.346
39 H 3.773 2.670 4.783  0.232
40 H 2.775 1.512 6.980  0.186
41 H 2.456 3.139 6.721  0.196
42 H 3.274 0.747 2.530  0.469
43 H 2.648 1.707 1.130  0.412
44 H 0.777 -0.646 2.150  0.276
45 H 2.230 -0.942 1.116  -0.094
46 H 1.427 0.102 -0.775  0.478
47 H 0.239 1.249 0.081  0.116
48 H -1.460 -0.570 0.077  0.468
49 H -0.206 -1.813 0.566  0.149
50 H -1.353 -1.406 -2.064  0.041
51 H 0.421 -1.048 -2.272  0.383
52 H 2.198 -4.713 -0.081  0.316
53 H 1.585 -3.113 0.696  0.200
54 H 3.185 -3.171 -0.169  0.273
55 H 0.629 -0.176 4.601  0.389
56 H -0.291 1.139 5.440  0.463
57 H -1.099 0.398 2.475  -0.152
58 H -2.070 1.333 3.689  0.560
59 H -2.109 -1.530 3.068  0.212
60 H -1.320 -1.494 4.711  0.327
61 H -4.066 0.037 3.985  0.352
62 H -3.203 0.018 5.597  0.350
63 H -4.271 -2.478 2.877  0.363
64 C 1.642 -4.428 -5.533  -1.175
65 C 0.338 -4.364 -6.318  -0.232
66 C -0.187 -5.746 -6.719  -0.461
67 C 0.807 -6.439 -7.588  0.252
68 N 1.577 -6.974 -8.259  -0.435
69 H 2.449 -4.867 -6.126  0.432
70 H 1.961 -3.425 -5.245  0.306
71 H 1.523 -5.020 -4.623  0.267
72 H 0.491 -3.753 -7.213  0.284
73 H -0.418 -3.859 -5.711  0.184
74 H -1.127 -5.648 -7.265  0.298
75 H -0.372 -6.357 -5.832  0.279
76 C -2.366 -0.060 -6.451  -1.166
77 C -3.302 -0.425 -5.303  -0.239
78 C -3.756 0.792 -4.494  -0.396
79 C -2.575 1.473 -3.891  0.195
80 N -1.656 2.008 -3.428  -0.433
81 H -1.440 0.390 -6.086  0.353
82 H -2.092 -0.953 -7.016  0.307
83 H -2.844 0.644 -7.138  0.333
84 H -2.796 -1.139 -4.646  0.111
85 H -4.182 -0.931 -5.710  0.342
86 H -4.433 0.482 -3.695  0.278
87 H -4.289 1.501 -5.132  0.338

---

Entry 3:
ORCA calculation (ωB97M-V with the def2-TZVPD basis set) on a molecular structure, C21H31BBrLuN7PS4Sb at a distorted geometry.

Calculated values
Net charge   -1
Electronic energy   -196228.13430 eV
Relative energy (zero: lowest compared OMol25 entry of this formula, charge and spin)   25.5 kcal per mole

Each line ends with the natural charge from an NBO analysis.
CARTESIAN COORDINATES (ANGSTROEM)
1 Lu 0.692 0.853 -1.287  1.090
2 C -0.362 -2.542 2.045  -0.361
3 C 0.339 -1.409 1.609  -0.036
4 N -0.163 -0.935 0.473  -0.306
5 N -1.175 -1.771 0.146  -0.319
6 C -1.319 -2.736 1.069  -0.021
7 B -1.992 -1.595 -1.154  0.562
8 N -1.092 -1.862 -2.375  -0.327
9 C -1.211 -2.832 -3.298  -0.019
10 C -0.206 -2.656 -4.232  -0.374
11 C 0.490 -1.518 -3.792  -0.001
12 N -0.043 -1.053 -2.672  -0.347
13 N -2.547 -0.157 -1.195  -0.318
14 C -3.830 0.232 -1.286  -0.012
15 C -3.863 1.612 -1.365  -0.358
16 C -2.514 1.989 -1.317  -0.003
17 N -1.733 0.924 -1.205  -0.356
18 H -0.190 -3.130 2.936  0.223
19 H 1.192 -0.926 2.063  0.216
20 H -2.094 -3.483 0.963  0.219
21 H -2.914 -2.384 -1.152  -0.046
22 H -2.015 -3.553 -3.236  0.214
23 H -0.025 -3.238 -5.124  0.223
24 H 1.331 -0.995 -4.223  0.261
25 H -4.623 -0.502 -1.305  0.216
26 H -4.729 2.251 -1.468  0.225
27 H -2.063 2.966 -1.398  0.244
28 C 3.459 -4.894 -1.627  -0.629
29 C 3.445 -3.540 -0.956  -0.056
30 C 4.451 -3.109 -0.103  -0.165
31 C 4.392 -1.847 0.469  -0.260
32 C 3.301 -1.069 0.138  0.161
33 Br 3.091 0.680 0.821  0.209
34 N 2.343 -1.437 -0.673  -0.437
35 C 2.406 -2.652 -1.204  0.079
36 H 4.240 -5.533 -1.210  0.210
37 H 3.640 -4.798 -2.701  0.228
38 H 2.500 -5.405 -1.504  0.222
39 H 5.291 -3.764 0.118  0.211
40 H 5.160 -1.476 1.136  0.231
41 H 1.593 -2.917 -1.877  0.213
42 S -0.063 2.011 -3.791  -0.782
43 Sb 2.055 2.733 -3.180  1.420
44 S 3.035 0.648 -2.708  -0.833
45 S 1.508 3.362 -0.961  -0.847
46 S 3.219 4.213 -4.423  -0.806
47 C -1.135 4.795 0.745  -0.620
48 C -0.271 4.066 1.779  -0.714
49 P -0.401 2.226 1.705  0.934
50 C -2.172 2.026 2.179  -0.725
51 C -2.573 0.579 2.475  -0.613
52 C 0.445 1.806 3.300  -0.718
53 C -0.213 2.273 4.601  -0.613
54 H -1.019 5.879 0.843  0.207
55 H -2.199 4.567 0.871  0.190
56 H -0.832 4.524 -0.272  0.246
57 H -0.523 4.400 2.791  0.198
58 H 0.779 4.305 1.604  0.244
59 H -2.762 2.401 1.343  0.237
60 H -2.386 2.675 3.031  0.204
61 H -2.422 -0.056 1.604  0.224
62 H -3.628 0.516 2.751  0.203
63 H -1.988 0.149 3.295  0.198
64 H 1.451 2.226 3.209  0.228
65 H 0.582 0.726 3.329  0.223
66 H -0.426 3.347 4.601  0.202
67 H 0.439 2.070 5.458  0.205
68 H -1.158 1.749 4.776  0.202

---

no.,E_LUMO (eV)
1,-0.61
2,1.71
3,2.20